No. 1
{
  "formula": "C36H34As2AuIO8P",
  "method": "the ωB97M-V functional and the def2-TZVPD basis",
  "total_charge": 1,
  "homo_ev": -10.46,
  "total_energy_ev": -197013.8918,
  "orbital_gap_ev": 6.5,
  "symbols": ["Au", "I", "C", "C", "C", "C", "C", "C", "C", "C", "C", "P", "C", "C", "C", "C", "C", "C", "C", "C", "C", "C", "C", "C", "C", "H", "H", "H", "H", "H", "H", "H", "H", "H", "H", "H", "H", "H", "H", "H", "H", "C", "O", "C", "O", "C", "C", "As", "C", "C", "C", "As", "C", "C", "O", "O", "C", "C", "O", "O", "C", "C", "O", "O", "C", "H", "H", "H", "H", "H", "H", "H", "H", "H", "H", "H", "H", "H", "H", "H", "H", "H", "H"],
  "xyz": [[0.24, -0.66, 0.72], [-0.87, -3.67, 0.39], [0.54, -4.73, -0.75], [-0.05, -5.81, -1.35], [0.70, -6.74, -2.09], [2.04, -6.56, -2.18], [2.68, -5.45, -1.57], [4.09, -5.39, -1.69], [4.80, -4.40, -1.10], [4.09, -3.40, -0.42], [2.72, -3.36, -0.30], [2.29, -1.77, 0.54], [3.15, -0.49, -0.44], [3.26, 0.78, 0.14], [3.75, 1.84, -0.60], [4.12, 1.65, -1.93], [3.98, 0.40, -2.51], [3.50, -0.67, -1.77], [3.14, -1.92, 2.13], [2.49, -2.64, 3.13], [3.08, -2.81, 4.37], [4.32, -2.24, 4.63], [4.97, -1.52, 3.64], [4.39, -1.35, 2.39], [1.94, -4.46, -0.85], [-1.11, -5.97, -1.24], [0.21, -7.59, -2.55], [2.66, -7.27, -2.72], [4.59, -6.17, -2.24], [5.87, -4.35, -1.16], [4.68, -2.60, 0.02], [2.94, 0.94, 1.16], [3.83, 2.82, -0.14], [4.49, 2.49, -2.50], [4.26, 0.26, -3.55], [3.40, -1.64, -2.24], [1.52, -3.08, 2.93], [2.57, -3.38, 5.14], [4.78, -2.36, 5.60], [5.94, -1.07, 3.84], [4.90, -0.78, 1.63], [-2.64, 3.95, 3.19], [-1.31, 3.44, 3.09], [-0.86, 2.80, 2.01], [0.22, 2.27, 2.03], [-1.76, 2.58, 0.80], [-2.18, 3.58, 0.00], [-3.41, 3.43, -1.65], [-4.98, 2.86, -0.63], [-2.35, 1.78, -1.90], [-2.78, 0.76, -1.12], [-1.81, 0.60, 0.54], [-3.12, 0.16, 1.90], [-4.16, 0.21, -1.34], [-4.86, 0.53, -2.26], [-4.45, -0.75, -0.46], [-5.70, -1.43, -0.70], [-0.85, 1.92, -2.09], [-0.11, 1.07, -1.66], [-0.31, 2.92, -2.78], [-1.02, 3.82, -3.64], [-1.57, 4.94, 0.25], [-0.42, 5.04, 0.59], [-2.28, 6.05, -0.02], [-3.70, 6.09, 0.04], [-2.67, 4.51, 4.12], [-3.36, 3.13, 3.24], [-2.89, 4.61, 2.37], [-5.38, 3.76, -0.17], [-4.76, 2.13, 0.15], [-5.72, 2.46, -1.31], [-4.09, 0.64, 1.73], [-2.70, 0.49, 2.85], [-3.25, -0.92, 1.93], [-5.81, -2.12, 0.13], [-5.65, -1.97, -1.64], [-6.52, -0.72, -0.72], [-0.29, 4.15, -4.37], [-1.38, 4.68, -3.09], [-1.84, 3.32, -4.15], [-3.97, 7.03, 0.51], [-4.10, 5.27, 0.64], [-4.12, 6.05, -0.97]],
  "mulliken_charge": [0.19, 0.06, -0.03, -0.60, -0.82, -0.90, 1.02, -0.78, -1.27, -0.51, 1.24, 0.34, 0.72, -0.54, -0.73, -0.64, -0.73, -0.56, 0.87, -0.62, -0.60, -0.49, -0.84, -0.02, 0.39, 0.41, 0.40, 0.37, 0.39, 0.45, 0.26, 0.49, 0.45, 0.43, 0.44, 0.43, 0.29, 0.42, 0.40, 0.41, 0.42, -0.36, -0.36, -0.13, -0.42, -0.29, 1.41, 0.13, -0.99, 0.32, 0.51, 0.86, -1.25, -0.39, -0.56, -0.16, -0.76, 0.52, -0.42, -0.39, -0.83, -0.16, -0.50, -0.35, -0.60, 0.33, 0.24, 0.10, 0.45, 0.13, 0.45, 0.36, 0.50, 0.33, 0.25, 0.30, 0.31, 0.31, 0.29, 0.41, 0.31, 0.18, 0.32]
}

---

No. 2
{
  "formula": "C47H40As2CrN6O4S2",
  "method": "the ωB97M-V functional and the def2-TZVPD basis",
  "total_charge": 1,
  "homo_ev": [-10.67, -10.66],
  "total_energy_ev": -238285.9416,
  "orbital_gap_ev": [7.1, 6.9],
  "relative_energy_ev": 0.000,
  "multiplicity": 4,
  "symbols": ["Cr", "N", "C", "N", "C", "N", "N", "C", "C", "C", "C", "C", "C", "N", "C", "C", "C", "C", "C", "C", "H", "H", "H", "H", "H", "H", "H", "H", "H", "H", "H", "C", "C", "As", "C", "C", "C", "C", "C", "C", "C", "C", "C", "C", "C", "C", "As", "C", "C", "C", "C", "C", "C", "C", "C", "C", "C", "C", "C", "H", "H", "H", "H", "H", "H", "H", "H", "H", "H", "H", "H", "H", "H", "H", "H", "H", "H", "H", "H", "H", "H", "H", "H", "O", "S", "O", "O", "O", "S", "C", "N", "C", "C", "C", "C", "C", "C", "H", "H", "H", "H", "H"],
  "xyz": [[1.12, -1.67, 0.91], [-1.45, -0.40, -3.79], [-1.39, -0.56, -2.46], [-0.32, -0.46, -1.73], [0.86, -0.15, -2.37], [1.98, 0.02, -1.75], [1.98, -0.19, -0.40], [2.85, 0.52, 0.21], [2.94, 0.44, 1.67], [3.83, 1.19, 2.41], [3.82, 1.06, 3.79], [2.93, 0.18, 4.39], [2.08, -0.55, 3.58], [2.08, -0.41, 2.25], [0.88, 0.03, -3.83], [2.05, 0.33, -4.54], [2.00, 0.49, -5.91], [0.79, 0.37, -6.59], [-0.37, 0.07, -5.91], [-0.32, -0.10, -4.53], [-2.34, -0.49, -4.25], [-2.33, -0.79, -1.98], [3.48, 1.21, -0.34], [4.52, 1.86, 1.92], [4.50, 1.64, 4.40], [2.89, 0.05, 5.46], [1.38, -1.28, 3.98], [2.97, 0.43, -4.00], [2.90, 0.72, -6.45], [0.76, 0.50, -7.66], [-1.32, -0.03, -6.43], [-2.10, 1.76, 0.56], [-1.82, 0.97, 1.84], [-1.30, -0.92, 1.61], [-1.68, -1.49, 3.42], [-2.35, -2.68, 3.66], [-2.60, -3.08, 4.97], [-2.17, -2.29, 6.03], [-1.50, -1.10, 5.79], [-1.25, -0.70, 4.49], [-2.85, -1.58, 0.64], [-2.76, -2.65, -0.25], [-3.89, -3.11, -0.90], [-5.12, -2.52, -0.67], [-5.22, -1.45, 0.21], [-4.09, -0.99, 0.87], [-0.46, 2.57, -0.14], [-1.15, 3.35, -1.79], [-0.44, 4.39, -2.38], [-0.82, 4.90, -3.61], [-1.92, 4.37, -4.28], [-2.63, 3.33, -3.70], [-2.25, 2.83, -2.46], [-0.44, 4.18, 0.96], [0.79, 4.54, 1.53], [0.90, 5.68, 2.32], [-0.22, 6.46, 2.56], [-1.44, 6.11, 2.00], [-1.55, 4.98, 1.21], [-2.82, 2.55, 0.76], [-2.54, 1.11, -0.19], [-2.71, 0.92, 2.46], [-1.05, 1.45, 2.45], [-2.66, -3.31, 2.84], [-3.12, -4.00, 5.16], [-2.37, -2.61, 7.05], [-1.18, -0.48, 6.62], [-0.74, 0.24, 4.32], [-1.80, -3.11, -0.44], [-3.81, -3.96, -1.57], [-6.01, -2.88, -1.17], [-6.18, -0.98, 0.40], [-4.20, -0.17, 1.57], [0.42, 4.82, -1.87], [-0.26, 5.71, -4.06], [-2.22, 4.77, -5.24], [-3.50, 2.93, -4.20], [-2.84, 2.03, -2.02], [1.66, 3.93, 1.34], [1.86, 5.95, 2.75], [-0.13, 7.34, 3.18], [-2.31, 6.73, 2.18], [-2.50, 4.75, 0.76], [1.32, -5.17, 1.10], [0.35, -4.12, 1.20], [-1.01, -4.49, 1.46], [0.41, -3.18, -0.04], [0.81, -3.05, 2.23], [4.93, -4.19, 1.38], [3.70, -3.06, 1.67], [3.03, -2.65, 0.63], [3.49, -3.28, -0.53], [2.97, -3.12, -1.82], [3.55, -3.83, -2.85], [4.63, -4.70, -2.61], [5.13, -4.88, -1.35], [4.55, -4.16, -0.31], [3.47, -2.74, 2.67], [2.13, -2.47, -2.00], [3.17, -3.72, -3.85], [5.06, -5.25, -3.44], [5.95, -5.56, -1.16]],
  "mulliken_charge": [2.08, 0.42, -1.07, 0.55, -0.41, -1.55, 1.63, -1.36, 0.65, -0.75, -0.73, -1.08, -0.81, 0.61, 1.07, -0.59, -0.91, -0.51, -0.99, -0.13, 0.32, 0.33, 0.44, 0.61, 0.47, 0.53, 0.86, 0.50, 0.46, 0.45, 0.46, -0.55, -2.20, 1.98, 1.01, -0.52, -0.91, -0.60, -0.85, -0.52, 1.01, -0.63, -0.58, -0.72, -0.79, -0.88, 0.75, 0.28, -0.88, -0.68, -0.55, -0.72, -0.13, 0.39, -0.39, -0.57, -0.39, -0.72, -0.44, 0.70, 0.21, 0.70, 0.71, 0.33, 0.45, 0.40, 0.45, 0.33, 0.31, 0.50, 0.42, 0.46, 0.39, 0.44, 0.44, 0.42, 0.46, 0.36, 0.36, 0.41, 0.39, 0.41, 0.30, -0.75, 1.24, -0.64, -0.82, -0.78, -0.29, -0.39, 1.49, -0.88, 0.19, -1.11, -0.61, -0.54, 0.90, 0.31, 0.26, 0.46, 0.40, 0.43]
}